[1]
The following is a quantum chemistry calculation of a 2-piece molecular cluster, C3H9NS overall in a non-equilibrium geometry, from the Open Molecules 2025 dataset.

Geometry as XYZ:
```
14
Properties=species:S:1:pos:R:3:forces:R:3:lowdin_charge:R:1
C 0.8658 -1.1248 -1.7134 0.090 0.096 -0.407 -0.112
C 0.3762 -0.4264 -0.4921 -0.120 0.033 0.593 -0.173
C -0.9066 -0.2484 -0.1907 0.297 -0.448 -0.325 -0.192
N -1.3762 0.3832 1.0048 -0.366 -0.437 -0.409 -0.053
H 0.0759 -1.5977 -2.3048 -0.020 0.019 0.245 0.073
H 1.3532 -0.4043 -2.3844 0.097 -0.178 0.165 0.077
H 1.6025 -1.8827 -1.4326 -0.053 0.042 -0.171 0.074
H 1.1492 -0.1089 0.2111 -0.239 0.120 -0.123 0.086
H -1.6464 -0.6619 -0.8730 -0.153 0.292 0.082 0.109
H -2.3591 0.6140 0.9539 0.001 -0.084 0.088 0.103
H -1.1824 -0.1662 1.8344 -0.191 -0.080 -0.047 0.094
S 0.6927 1.9750 2.3485 -0.720 0.049 0.533 0.360
H -0.3824 1.4494 1.4695 1.308 0.615 0.380 -0.172
H 1.7377 2.1998 1.5688 0.068 -0.038 -0.604 -0.275
```
Forces are in eV/Å.

As for the SMILES: C/C=C/N.S. The spin multiplicity is 1. The energy above the lowest of the compared OMol25 structures with the same formula, charge and spin is 28.4 kcal/mol. For the total energy, the calculation gives -572.59481 Ha. As for the net charge: 0.

***

[2]
The following is a quantum chemistry calculation of C13H26NO4P2Sc as an isolated structure in a non-equilibrium geometry, from the Open Molecules 2025 dataset.

Geometry as XYZ:
```
47
Properties=species:S:1:pos:R:3:forces:R:3:lowdin_charge:R:1
Sc 0.1540 0.6844 0.0596 -0.360 -1.438 -0.107 0.867
P 2.2646 -0.8071 0.4132 1.171 -0.855 -0.899 0.861
C 2.3322 -0.7271 -1.4374 0.345 1.004 -0.519 -0.298
C 1.0952 -1.2785 -2.0925 0.046 -0.036 -0.194 -0.316
N -0.0780 -0.7892 -1.6281 -0.163 -0.004 0.238 0.021
C -1.2476 -1.2083 -2.1571 0.076 -0.284 -0.249 -0.273
C -1.2606 -2.1471 -3.1831 -0.142 0.100 0.019 0.016
C -0.0636 -2.6431 -3.6869 0.051 0.059 0.067 0.012
C 1.1333 -2.1926 -3.1376 0.184 0.032 0.280 0.018
C -2.5450 -0.6506 -1.6203 0.452 0.022 0.192 -0.217
P -2.3046 0.9398 -0.6948 -0.708 0.808 -1.354 0.812
H 2.1078 -2.5377 -3.4812 -0.341 -0.004 -0.026 0.135
H -2.2257 -2.4611 -3.5754 0.274 -0.019 -0.007 0.137
H -0.0560 -3.3695 -4.4985 -0.042 0.180 0.193 0.136
H -3.2366 -0.4595 -2.4577 0.191 -0.050 0.373 0.118
H -3.0143 -1.3795 -0.9364 0.206 0.257 -0.218 0.115
H 2.3772 0.4061 -1.6615 0.585 -2.238 0.186 0.085
H 3.2378 -1.2359 -1.7882 -0.199 0.129 -0.023 0.114
H 0.6340 3.0051 -1.2735 0.969 -1.356 -0.509 0.063
O 1.2671 1.8015 -1.4127 -1.666 1.664 0.292 -0.317
H 0.9930 1.6011 -2.3263 0.282 0.003 0.278 0.064
H -0.5339 2.9390 -0.2082 -0.465 2.023 -1.569 0.102
O -0.2093 3.6328 -0.9141 -0.581 -0.683 1.909 0.122
H 0.1265 4.4059 -0.4303 -0.059 0.388 0.021 0.164
C -2.6044 2.1264 -2.0457 -0.554 0.161 -0.332 -0.257
H -3.5842 1.8936 -2.4820 0.190 0.250 -0.088 0.060
H -2.6247 3.1575 -1.6701 -0.027 -0.240 -0.157 0.052
H -1.8473 2.0435 -2.8362 -0.092 0.041 0.186 0.058
C -3.8681 1.0613 0.2165 0.025 0.122 0.656 -0.196
H -3.8320 1.9652 0.8393 -0.205 -0.205 -0.108 0.068
H -4.7127 1.1400 -0.4819 0.334 -0.029 0.125 0.078
H -4.0028 0.1858 0.8653 -0.011 0.314 -0.195 0.060
C 2.2892 -2.5974 0.7348 -0.340 -0.113 0.374 -0.221
H 3.2212 -3.0525 0.3673 -0.293 0.233 0.103 0.071
H 2.2177 -2.7310 1.8244 0.048 -0.196 -0.327 0.061
H 1.4280 -3.0871 0.2604 0.188 0.101 0.185 0.059
C 3.9565 -0.2988 0.8452 -0.016 0.375 0.441 -0.232
H 3.9472 -0.0582 1.9174 0.291 -0.048 -0.261 0.056
H 4.6799 -1.1053 0.6575 -0.291 0.244 -0.003 0.070
H 4.2459 0.6008 0.2852 -0.076 -0.224 0.180 0.063
C -0.5643 -0.4197 3.3441 0.549 0.319 0.384 0.012
O -0.5139 0.0614 1.9742 -0.430 0.216 0.676 -0.286
C -1.4838 -0.4683 1.0927 0.047 -2.597 -0.123 -0.516
O -2.1569 -1.4189 1.4147 0.631 1.651 -0.267 0.079
H 0.4660 -0.4047 3.6900 -0.104 -0.009 0.193 0.102
H -0.9742 -1.4255 3.3670 -0.024 0.072 -0.115 0.102
H -1.1838 0.2764 3.9056 0.054 -0.140 0.100 0.112
```
Forces are in eV/Å.

The spin multiplicity is 1. The energy above the lowest of the compared OMol25 structures with the same formula, charge and spin is 44.5 kcal/mol. For the total energy, the calculation gives -2309.57890 Ha. As for the net charge: +2.

***

[3]
The following is a quantum chemistry calculation of C33H27BrMnN7O2P2Se3 as an isolated structure in a non-equilibrium geometry, from the Open Molecules 2025 dataset.

Geometry as XYZ:
```
76
Properties=species:S:1:pos:R:3:forces:R:3:lowdin_charge:R:1
Mn 0.1450 -3.8551 -1.6658 0.717 -0.279 -0.101 0.536
Se -4.7279 0.3428 0.0624 -0.198 -0.090 0.048 0.294
P -2.7655 0.9847 -0.2751 0.068 0.384 0.025 0.521
C -2.2603 2.2877 0.9112 -0.083 -0.192 -0.068 -0.345
C -3.0984 2.5918 1.9787 -0.004 0.038 0.018 -0.148
C -2.7689 3.6136 2.8534 0.032 0.014 -0.012 -0.078
C -1.6186 4.3581 2.6394 0.018 0.018 0.074 -0.079
C -0.7992 4.0796 1.5558 0.056 0.031 -0.043 -0.082
C -1.1107 3.0401 0.6946 -0.070 0.022 0.068 -0.073
C -2.5019 1.8646 -1.8556 -0.054 -0.032 0.072 -0.340
C -1.2628 1.8752 -2.4902 -0.045 0.027 -0.011 -0.097
C -1.0970 2.5793 -3.6702 0.048 0.060 0.024 -0.075
C -2.1583 3.2914 -4.2097 -0.027 0.035 -0.042 -0.092
C -3.3874 3.2981 -3.5692 0.015 0.051 -0.022 -0.085
C -3.5600 2.5853 -2.3926 0.015 -0.049 0.049 -0.097
C -1.5738 -0.3626 -0.4122 0.186 -0.082 -0.062 -0.402
C -0.5553 -1.0736 0.2420 -0.180 -0.754 -0.104 -0.391
N -0.1123 -1.9703 -0.6664 -0.381 -0.382 0.147 -0.100
N -0.8342 -1.8422 -1.7833 0.243 -0.127 0.679 -0.074
N -1.7140 -0.9029 -1.6434 -0.138 0.013 -0.426 0.012
P 0.2995 -1.0884 1.8509 0.782 1.441 -0.160 0.578
Se 2.0133 -2.3157 1.9551 -0.034 -0.513 0.094 0.331
C -0.7269 -0.9734 3.3483 -0.062 -0.474 -0.363 -0.370
C -0.4576 -1.8191 4.4161 0.018 -0.074 -0.062 -0.115
C -1.2776 -1.7897 5.5303 0.002 0.056 0.091 -0.078
C -2.3528 -0.9122 5.5847 0.046 -0.029 0.004 -0.084
C -2.6006 -0.0519 4.5275 -0.030 0.117 -0.024 -0.067
C -1.7876 -0.0860 3.4050 -0.001 -0.088 -0.082 -0.072
C 1.0484 0.5903 1.7354 -0.010 -0.052 0.017 -0.365
C 1.6438 0.9357 0.5213 -0.068 0.032 0.001 -0.115
C 2.3531 2.1173 0.3978 -0.025 -0.054 0.004 -0.080
C 2.4933 2.9557 1.4952 0.064 0.045 0.038 -0.104
C 1.9274 2.6051 2.7105 0.094 0.049 0.039 -0.098
C 1.2078 1.4260 2.8338 -0.084 -0.119 -0.013 -0.080
H -4.0065 2.0172 2.1148 0.011 -0.033 -0.025 0.045
H -3.4125 3.8266 3.6975 -0.004 0.033 -0.005 0.102
H -1.3588 5.1567 3.3229 0.003 0.034 -0.016 0.100
H 0.0899 4.6701 1.3852 0.029 -0.011 -0.013 0.101
H -0.4689 2.8247 -0.1478 0.054 0.028 0.008 0.095
H -0.4318 1.3195 -2.0772 0.021 -0.053 -0.031 0.098
H -0.1383 2.5666 -4.1718 0.021 0.002 -0.005 0.103
H -2.0264 3.8413 -5.1322 0.001 -0.001 -0.037 0.098
H -4.2154 3.8535 -3.9898 -0.023 0.007 -0.003 0.099
H -4.5182 2.5718 -1.8879 -0.027 -0.043 -0.023 0.072
H 0.3731 -2.5100 4.3480 -0.037 -0.032 -0.026 0.063
H -1.0906 -2.4647 6.3548 0.028 -0.012 0.013 0.101
H -3.0033 -0.9078 6.4501 0.003 0.018 0.018 0.099
H -3.4338 0.6378 4.5725 -0.016 0.006 -0.056 0.102
H -1.9830 0.5604 2.5646 -0.073 -0.009 0.072 0.068
H 1.5795 0.2632 -0.3255 0.024 0.013 -0.046 0.087
H 2.8072 2.3691 -0.5517 0.026 0.005 -0.014 0.103
H 3.0598 3.8743 1.4064 -0.001 0.028 0.002 0.099
H 2.0560 3.2506 3.5704 -0.034 0.005 0.017 0.103
H 0.7799 1.1470 3.7886 -0.018 0.043 0.011 0.107
Se -1.5154 -5.3497 -0.4002 0.226 -0.449 -1.281 0.603
C -1.3925 -4.2623 0.9984 -0.108 0.022 0.549 -0.900
N -1.3196 -3.5756 1.9164 0.026 0.615 0.778 0.065
Br 5.3972 -0.2254 -6.0490 -0.070 -0.017 0.038 0.700
C 4.2177 -0.9400 -4.7394 0.037 0.074 -0.085 -0.662
C 3.9647 -0.2122 -3.5882 0.067 -0.048 -0.055 -0.204
N 3.1997 -0.6892 -2.6165 -0.031 0.131 0.266 0.081
C 2.6393 -1.8803 -2.7830 -0.147 -0.227 -0.124 -0.101
C 2.7774 -2.6474 -3.9358 -0.103 -0.083 -0.027 -0.088
C 3.6138 -2.1676 -4.9345 -0.008 -0.005 0.111 -0.048
C 2.0282 -3.9647 -4.1600 0.338 0.094 -0.010 -0.600
O 2.4267 -4.7150 -5.0354 -0.042 0.049 -0.035 0.044
O 1.0020 -4.1431 -3.4157 -0.182 0.215 0.714 -0.138
H 4.3916 0.7711 -3.4318 0.077 -0.001 -0.086 0.097
H 2.0528 -2.2483 -1.9460 -0.003 0.133 -0.103 0.064
H 3.7744 -2.7556 -5.8275 -0.026 -0.022 0.005 0.117
N 3.3058 -4.4081 -0.6511 0.101 0.106 -0.246 -0.043
N 1.9572 -4.8750 -0.5267 -0.739 0.144 -0.039 -0.104
H 3.8982 -4.8551 0.0433 -0.116 0.071 0.054 0.069
H 3.3038 -3.4135 -0.4474 -0.065 -0.054 0.040 0.004
H 1.6381 -4.8435 0.4462 0.013 0.055 -0.143 0.026
H 1.9592 -5.8466 -0.8233 -0.144 0.127 -0.063 0.085
```
Forces are in eV/Å.

The spin multiplicity is 2. The energy above the lowest of the compared OMol25 structures with the same formula, charge and spin is 23.7 kcal/mol. For the total energy, the calculation gives -13419.60805 Ha. As for the net charge: -1.